# 1
Formula: C31H77ClO13
Source: OMol25
Level of theory: ωB97M-V/def2-TZVPD

Each line ends with the Löwdin charge.
Geometry (Å):
C -1.92 1.41 -2.20  -0.099
C -0.84 2.48 -2.32  -0.233
C 0.57 1.86 -2.45  -0.141
C 1.62 2.40 -1.47  -0.157
O 2.23 1.33 -0.73  -0.083
C 1.79 1.12 0.57  -0.414
C 2.44 2.25 1.41  -0.058
C 2.64 2.20 2.89  -0.743
O 3.50 2.82 3.44  0.058
Cl 1.54 1.23 3.90  0.762
O 0.34 1.21 0.52  0.005
C -0.35 1.94 1.41  -0.341
O -0.49 3.14 1.34  0.094
C 2.23 -0.31 1.00  -0.253
C 2.97 -1.06 -0.11  -0.046
C 1.07 -1.17 1.53  -0.186
C 0.23 -1.88 0.48  -0.245
C -1.03 -2.49 1.09  -0.085
H -1.73 0.62 -2.93  0.068
H -2.91 1.80 -2.42  0.069
H -1.91 0.94 -1.21  0.060
H -1.06 3.03 -3.24  0.077
H -0.88 3.18 -1.48  0.094
H 0.49 0.79 -2.24  0.106
H 0.93 1.97 -3.47  0.108
H 1.19 3.16 -0.81  0.107
H 2.43 2.89 -2.01  0.113
H 1.96 3.21 1.20  0.129
H 3.45 2.32 1.02  0.151
H -0.85 1.37 2.20  0.133
H 2.97 -0.22 1.81  0.118
H 3.90 -0.56 -0.37  0.084
H 2.36 -1.20 -0.99  0.081
H 3.23 -2.05 0.27  0.088
H 0.39 -0.57 2.14  0.071
H 1.49 -1.91 2.22  0.103
H 0.80 -2.64 -0.06  0.106
H -0.08 -1.15 -0.27  0.103
H -1.48 -3.14 0.35  0.041
H -0.78 -3.05 1.99  0.079
H -1.72 -1.69 1.33  0.072
C -2.09 4.56 -7.24  -0.094
C -1.27 4.02 -6.09  -0.326
O -1.45 2.61 -5.93  -0.090
H -3.15 4.35 -7.08  0.076
H -1.97 5.64 -7.34  0.073
H -1.79 4.09 -8.18  0.071
H -1.58 4.47 -5.15  0.105
H -0.21 4.24 -6.23  0.110
H -1.16 2.19 -6.75  0.077
C -3.15 -6.78 -1.26  -0.072
C -2.72 -5.50 -0.58  -0.321
O -1.35 -5.20 -0.82  -0.089
H -2.54 -7.62 -0.92  0.069
H -4.20 -7.00 -1.06  0.064
H -3.02 -6.70 -2.34  0.062
H -2.84 -5.58 0.50  0.103
H -3.34 -4.66 -0.91  0.092
H -1.24 -5.10 -1.77  0.080
C -1.36 6.25 2.04  -0.099
C -1.00 7.72 2.11  -0.327
O -2.08 8.57 1.74  -0.086
H -1.70 5.98 1.04  0.076
H -0.52 5.62 2.30  0.058
H -2.18 6.02 2.74  0.075
H -0.20 7.95 1.40  0.108
H -0.64 7.98 3.11  0.106
H -2.80 8.41 2.35  0.075
C -7.45 -6.05 1.76  -0.089
C -6.31 -6.06 0.76  -0.325
O -5.63 -4.80 0.71  -0.089
H -8.17 -5.26 1.51  0.074
H -7.98 -7.00 1.77  0.074
H -7.08 -5.86 2.77  0.074
H -6.69 -6.24 -0.25  0.113
H -5.61 -6.86 1.01  0.076
H -5.29 -4.63 1.59  0.081
C 4.45 -2.97 5.26  -0.089
C 3.42 -2.22 4.43  -0.333
O 2.11 -2.75 4.60  -0.089
H 4.45 -4.03 5.00  0.076
H 5.45 -2.57 5.09  0.075
H 4.22 -2.88 6.32  0.073
H 3.64 -2.32 3.36  0.104
H 3.43 -1.15 4.67  0.093
H 1.87 -2.66 5.52  0.081
C 5.89 4.75 -0.87  -0.092
C 4.85 5.60 -1.58  -0.311
O 3.52 5.14 -1.33  -0.090
H 5.80 3.71 -1.18  0.075
H 6.89 5.11 -1.07  0.065
H 5.74 4.79 0.22  0.070
H 4.99 5.56 -2.65  0.111
H 4.94 6.65 -1.27  0.106
H 3.37 5.18 -0.38  0.074
C -3.89 -4.05 -4.27  -0.085
C -3.46 -2.77 -3.57  -0.317
O -2.08 -2.49 -3.80  -0.085
H -3.28 -4.89 -3.93  0.056
H -4.94 -4.28 -4.06  0.078
H -3.76 -3.97 -5.35  0.073
H -3.57 -2.87 -2.49  0.100
H -4.07 -1.93 -3.90  0.111
H -1.95 -2.39 -4.74  0.077
C 6.69 8.40 2.25  -0.092
C 7.80 7.37 2.12  -0.319
O 7.90 6.85 0.80  -0.092
H 5.74 7.96 1.96  0.071
H 6.61 8.76 3.28  0.074
H 6.88 9.26 1.61  0.072
H 7.60 6.51 2.76  0.111
H 8.76 7.80 2.43  0.107
H 8.10 7.59 0.21  0.081
C -3.09 -9.73 1.71  -0.087
C -3.72 -8.71 2.63  -0.310
O -5.14 -8.63 2.47  -0.095
H -3.32 -9.50 0.67  0.064
H -2.01 -9.75 1.83  0.078
H -3.48 -10.73 1.92  0.073
H -3.34 -7.71 2.41  0.105
H -3.48 -8.94 3.68  0.109
H -5.51 -9.50 2.66  0.084

## Properties
* E: -72532.864 eV
* HOMO level: -9.657 eV
* molar mass: 693.40 g/mol
* net charge: 0
* frontier orbital gap: 10.181 eV

***

# 2
Formula: C31H78FeI2N2O9
Source: OMol25
Level of theory: ωB97M-V/def2-TZVPD

Each line ends with the Löwdin charge.
Geometry (Å):
Fe 3.02 -2.41 0.45  0.393
I 3.00 -5.28 -0.28  -0.138
I 0.26 -1.85 -0.28  0.135
C 2.02 -2.52 3.39  -0.084
O 3.14 -2.82 2.52  -0.243
H 1.68 -3.39 3.95  0.087
H 2.33 -1.73 4.08  0.083
H 1.17 -2.22 2.78  0.041
H 3.89 -3.10 3.05  0.111
C -1.29 -2.58 -4.41  -0.167
O -0.39 -3.26 -5.28  -0.121
H -0.97 -2.77 -3.39  0.030
H -1.33 -1.51 -4.61  0.075
H -2.22 -3.15 -4.44  0.077
H -0.56 -2.82 -6.12  0.064
C 2.75 0.89 0.89  -0.119
O 3.38 -0.36 1.12  -0.205
H 3.30 1.43 0.11  0.084
H 1.72 0.83 0.56  0.037
H 2.90 1.49 1.79  0.080
H 3.99 -0.22 1.85  0.108
C -4.15 -1.30 -0.90  -0.199
O -3.32 -1.51 -1.98  -0.132
H -4.41 -2.27 -0.47  0.071
H -3.65 -0.94 -0.01  0.068
H -5.04 -0.69 -1.08  0.083
H -2.43 -1.48 -1.64  -0.018
C -1.86 1.83 -1.44  -0.032
C -0.96 2.72 -2.26  -0.474
C -1.23 2.27 -3.74  -0.130
C -0.44 3.04 -4.84  -0.161
C -0.78 4.54 -4.58  -0.134
C -0.56 5.07 -3.11  -0.422
N -1.24 4.15 -2.10  -0.118
O -1.19 4.64 -0.81  -0.015
C 0.97 5.45 -2.84  -0.031
C -1.29 6.44 -3.01  -0.067
C 0.54 2.44 -1.95  -0.025
H -1.91 2.06 -0.37  0.045
H -1.52 0.79 -1.50  0.053
H -2.89 2.02 -1.73  0.095
H -1.02 1.24 -4.01  0.112
H -2.28 2.43 -3.98  0.116
H -0.83 2.77 -5.83  0.107
H 0.63 2.88 -4.73  0.092
H -1.82 4.65 -4.89  0.107
H -0.36 5.27 -5.28  0.110
H 1.37 5.19 -1.86  0.072
H 1.61 4.97 -3.57  0.065
H 1.10 6.51 -3.09  0.070
H -1.05 6.97 -2.08  0.076
H -0.95 7.16 -3.75  0.078
H -2.36 6.30 -3.13  0.082
H 0.84 2.99 -1.05  0.072
H 1.25 2.93 -2.62  0.056
H 0.79 1.39 -1.81  0.055
H -2.09 4.94 -0.64  0.107
C -1.86 0.60 4.13  -0.044
C -1.26 1.89 3.66  -0.520
C -2.21 3.00 4.07  -0.141
C -1.65 4.46 3.98  -0.145
C -0.29 4.50 4.76  -0.127
C 0.73 3.42 4.27  -0.439
N 0.09 2.07 4.16  -0.109
O 0.98 1.00 4.00  -0.018
C 1.28 3.89 2.92  -0.034
C 1.89 3.43 5.37  -0.029
C -1.25 1.87 2.09  -0.029
H -1.74 0.56 5.21  0.088
H -1.32 -0.24 3.69  0.079
H -2.93 0.45 3.98  0.094
H -3.08 2.88 3.44  0.117
H -2.61 2.92 5.08  0.117
H -2.43 5.12 4.36  0.105
H -1.54 4.70 2.92  0.089
H -0.43 4.37 5.83  0.113
H 0.10 5.51 4.64  0.115
H 2.25 4.40 2.93  0.084
H 1.54 3.05 2.28  0.051
H 0.55 4.45 2.33  0.073
H 2.76 2.86 5.03  0.065
H 2.16 4.46 5.58  0.077
H 1.61 2.97 6.32  0.074
H -2.23 1.63 1.68  0.078
H -0.53 1.17 1.64  0.061
H -0.94 2.84 1.70  0.060
H 0.96 0.45 4.79  0.095
C -0.70 -6.97 -1.71  -0.058
C -1.17 -5.79 -2.56  -0.515
C -2.34 -5.14 -1.89  -0.061
O -0.14 -4.86 -2.74  -0.087
H 0.33 -7.22 -1.96  0.068
H -1.30 -7.87 -1.79  0.080
H -0.68 -6.66 -0.66  0.052
H -1.39 -6.13 -3.57  0.142
H -3.00 -4.61 -2.57  0.074
H -2.04 -4.47 -1.09  0.068
H -3.01 -5.89 -1.47  0.080
H -0.25 -4.46 -1.88  -0.006
C -1.75 -7.55 2.03  -0.063
C -1.55 -6.64 3.23  -0.526
C -0.76 -5.38 2.78  -0.054
O -2.83 -6.37 3.66  -0.030
H -2.37 -8.36 2.42  0.082
H -0.82 -7.96 1.65  0.078
H -2.18 -7.10 1.13  0.068
H -0.94 -7.07 4.01  0.135
H -1.24 -4.94 1.91  0.071
H 0.21 -5.77 2.47  0.074
H -0.63 -4.61 3.54  0.067
H -3.01 -5.48 3.34  0.091
C 5.91 -1.12 -2.40  -0.024
C 4.47 -0.61 -1.95  -0.455
C 3.73 0.18 -3.06  -0.024
O 3.76 -1.76 -1.58  -0.181
H 5.79 -1.38 -3.45  0.075
H 6.40 -1.92 -1.85  0.081
H 6.59 -0.28 -2.32  0.074
H 4.61 0.00 -1.06  0.107
H 4.16 1.18 -3.04  0.085
H 2.64 0.16 -2.98  0.074
H 3.93 -0.20 -4.06  0.079
H 3.68 -2.13 -2.46  0.113

## Properties
* E: -105403.809 eV
* HOMO level (alpha / beta): -7.735 / -7.749 eV
* molar mass: 932.62 g/mol
* net charge: 0
* frontier orbital gap (alpha / beta): 7.072 / 7.039 eV
* multiplicity: 5

***

# 3
Formula: C31H79ClN5O15
Source: OMol25
Level of theory: ωB97M-V/def2-TZVPD

Each line ends with the Löwdin charge.
Geometry (Å):
Cl 12.39 -1.73 4.14  0.592
O 11.05 -2.20 3.96  -0.363
O 13.34 -2.71 3.73  -0.355
O 12.54 -0.63 3.24  -0.370
O 12.57 -1.32 5.51  -0.362
C 9.91 -5.54 0.72  -0.134
O 10.59 -4.39 0.22  -0.174
C 11.95 -4.46 0.62  -0.211
C 12.71 -3.35 -0.16  -0.209
N 12.12 -2.03 0.06  -0.018
C 12.87 -1.10 -0.77  -0.208
C 12.34 0.33 -0.54  -0.189
O 10.90 0.42 -0.69  -0.197
C 10.51 1.79 -0.68  -0.111
H 8.88 -5.59 0.35  0.078
H 9.94 -5.70 1.80  0.085
H 10.39 -6.43 0.30  0.075
H 12.46 -5.40 0.44  0.109
H 12.00 -4.32 1.70  0.113
H 12.64 -3.55 -1.23  0.114
H 13.74 -3.48 0.16  0.108
H 12.31 -1.89 1.04  0.087
H 12.82 -1.27 -1.84  0.116
H 13.92 -1.08 -0.47  0.110
H 12.63 0.88 -1.43  0.104
H 12.67 0.74 0.42  0.114
H 9.45 2.01 -0.74  0.076
H 11.06 2.34 -1.44  0.077
H 10.80 2.13 0.32  0.067
C 14.22 -11.11 4.55  -0.137
O 14.60 -10.36 5.67  -0.210
C 14.48 -8.94 5.56  -0.192
C 14.41 -8.32 7.03  -0.163
N 14.40 -6.83 7.11  -0.071
C 13.23 -6.24 6.48  -0.210
C 13.05 -4.74 6.78  -0.201
O 12.44 -4.50 8.06  -0.204
C 12.38 -3.12 8.40  -0.118
H 14.63 -10.72 3.62  0.080
H 13.13 -11.07 4.47  0.084
H 14.52 -12.15 4.53  0.082
H 13.53 -8.71 5.09  0.099
H 15.22 -8.59 4.83  0.122
H 15.33 -8.62 7.53  0.106
H 13.53 -8.75 7.51  0.108
H 14.44 -6.50 8.06  0.101
H 12.32 -6.65 6.92  0.112
H 13.16 -6.46 5.41  0.113
H 12.37 -4.32 6.03  0.110
H 13.99 -4.20 6.69  0.121
H 12.21 -3.11 9.47  0.086
H 11.60 -2.56 7.89  0.084
H 13.37 -2.71 8.20  0.077
C 6.10 4.55 4.74  -0.128
O 6.22 3.46 3.85  -0.221
C 6.48 2.18 4.51  -0.152
C 7.96 1.98 5.11  -0.197
N 8.95 2.02 4.07  -0.050
C 10.28 1.82 4.59  -0.190
C 11.40 2.42 3.70  -0.198
O 11.36 3.83 3.58  -0.191
C 12.44 4.43 2.85  -0.097
H 5.46 4.37 5.60  0.080
H 5.85 5.49 4.25  0.081
H 7.11 4.72 5.12  0.073
H 6.46 1.50 3.66  0.104
H 5.65 2.03 5.20  0.108
H 7.81 0.97 5.47  0.119
H 8.20 2.69 5.90  0.106
H 9.10 2.93 3.66  0.105
H 10.47 0.75 4.65  0.106
H 10.38 2.10 5.64  0.106
H 11.41 1.95 2.72  0.104
H 12.33 2.11 4.17  0.087
H 12.60 4.06 1.84  0.078
H 13.42 4.22 3.26  0.068
H 12.29 5.51 2.89  0.086
C 7.05 0.08 -1.52  -0.130
O 8.02 -0.37 -0.59  -0.184
C 7.64 -0.01 0.77  -0.188
C 8.77 -0.47 1.73  -0.165
N 9.24 -1.86 1.49  -0.021
C 8.18 -2.84 1.74  -0.203
C 7.20 -3.07 0.58  -0.179
O 8.00 -3.22 -0.65  -0.207
C 7.16 -3.68 -1.76  -0.100
H 6.03 0.15 -1.15  0.076
H 7.06 -0.57 -2.40  0.083
H 7.20 1.12 -1.79  0.071
H 6.63 -0.24 1.11  0.106
H 7.69 1.08 0.86  0.105
H 8.40 -0.48 2.76  0.092
H 9.66 0.15 1.80  0.099
H 9.98 -2.10 2.13  0.058
H 7.66 -2.65 2.69  0.110
H 8.61 -3.82 1.94  0.087
H 6.54 -2.24 0.34  0.090
H 6.63 -3.95 0.88  0.110
H 6.89 -4.70 -1.51  0.068
H 7.62 -3.58 -2.75  0.083
H 6.19 -3.20 -1.75  0.067
C 13.84 0.94 10.64  -0.132
O 12.56 0.70 10.12  -0.182
C 12.47 0.54 8.70  -0.179
C 13.03 1.70 7.80  -0.207
N 12.26 2.92 8.02  -0.039
C 12.56 4.01 7.07  -0.177
C 13.71 4.93 7.51  -0.225
O 13.41 5.58 8.73  -0.205
C 14.35 6.58 9.10  -0.107
H 14.58 0.16 10.54  0.082
H 13.75 1.08 11.72  0.083
H 14.28 1.84 10.20  0.074
H 11.48 0.27 8.33  0.123
H 13.05 -0.35 8.44  0.094
H 12.77 1.34 6.81  0.099
H 14.11 1.86 7.88  0.101
H 12.54 3.32 8.90  0.088
H 11.63 4.56 6.94  0.115
H 12.83 3.57 6.11  0.091
H 13.92 5.71 6.77  0.114
H 14.68 4.42 7.60  0.108
H 14.09 6.95 10.09  0.085
H 14.42 7.34 8.33  0.083
H 15.32 6.10 9.24  0.079
C 15.05 1.69 4.69  -0.159
O 15.17 2.65 5.69  -0.133
H 15.88 0.99 4.73  0.082
H 14.19 1.05 4.87  0.060
H 15.09 2.19 3.72  0.080
H 16.03 3.06 5.61  0.083

## Properties
* E: -84098.377 eV
* HOMO level: -5.051 eV
* molar mass: 797.45 g/mol
* net charge: -1
* frontier orbital gap: 7.182 eV